1.
{"formula": "C10H12O2P", "method": "ωB97M-V with the def2-TZVPD basis set", "smiles": "[O-][P@@]1(Oc2ccccc2)=CCCC1", "e_homo_ev": -3.22, "gap_ha": 0.252, "relative_energy_ev": 1.543, "charge": -1, "species": ["O", "P", "O", "C", "C", "C", "C", "C", "C", "C", "C", "C", "C", "H", "H", "H", "H", "H", "H", "H", "H", "H", "H", "H", "H"], "positions_angstrom": [[1.4959, -0.8536, 2.7972], [1.3423, -0.0607, 1.3444], [0.6722, -1.1890, 0.1065], [-0.6586, -1.2406, -0.0696], [-1.1279, -1.8190, -1.3334], [-2.4280, -1.7658, -1.6548], [-3.3546, -1.3527, -0.7517], [-2.9761, -0.9180, 0.4668], [-1.6242, -0.9297, 0.8790], [0.5069, 1.4382, 1.2512], [1.0045, 2.0833, -0.0387], [2.4951, 1.6757, -0.3432], [2.7598, 0.2367, 0.1739], [-0.2973, -1.8916, -2.0160], [-2.8395, -1.9888, -2.6506], [-4.2574, -1.0294, -1.0816], [-3.6348, -0.5255, 1.2002], [-1.3252, -0.5280, 1.8657], [0.8894, 1.9173, 2.0867], [0.4277, 1.8715, -0.9403], [0.8707, 3.0787, -0.0065], [2.5725, 1.7823, -1.3997], [3.1622, 2.4004, 0.1786], [2.6345, -0.4238, -0.6452], [3.6900, 0.0323, 0.5811]], "forces_ev_per_angstrom": [[-0.3, 2.8, -5.5], [-0.1, -3.1, 3.4], [-0.3, 1.0, 1.2], [-1.1, -2.0, -1.0], [3.0, 2.1, 1.9], [-0.9, -0.9, -2.0], [0.6, 0.6, 0.8], [2.2, -0.1, 1.9], [-0.1, 0.6, 0.2], [-0.2, -1.5, -1.8], [0.6, -3.5, 0.1], [-0.2, 0.6, 1.6], [-1.8, 1.0, -0.5], [-0.1, -0.7, -0.5], [0.7, -0.1, 0.2], [-3.0, 0.1, -1.0], [-0.9, 0.3, 0.3], [-0.3, -0.4, -0.8], [0.3, 1.4, 2.0], [-0.4, -0.8, 0.0], [0.1, 3.8, 0.5], [0.8, -0.1, -0.9], [-0.3, -0.4, -0.4], [-0.1, -0.8, -0.7], [1.9, 0.0, 1.0]], "mulliken_charge": [-0.83, 0.67, -0.59, 0.64, -0.80, -0.11, -0.72, -0.31, -0.18, -0.73, -0.92, -0.59, -0.86, 0.32, 0.29, 0.36, 0.37, 0.33, 0.33, 0.25, 0.65, 0.34, 0.25, 0.30, 0.54]}

2.
{"formula": "C9H22N2P", "method": "ωB97M-V with the def2-TZVPD basis set", "e_homo_ev": -13.82, "gap_ha": 0.398, "relative_energy_ev": 3.494, "charge": 1, "species": ["C", "C", "C", "C", "P", "C", "N", "H", "H", "H", "H", "H", "H", "H", "H", "H", "H", "H", "H", "H", "H", "H", "C", "C", "C", "C", "N", "H", "H", "H", "H", "H", "H", "H"], "positions_angstrom": [[0.2631, -2.4261, 2.1301], [0.3544, -1.3460, 0.8800], [-0.9108, -0.3052, 0.9298], [1.8360, -0.6460, 0.9097], [1.8604, 1.1863, 1.4456], [1.6062, 1.1756, 3.3772], [0.7396, 2.3374, 3.8237], [0.7536, -3.4404, 1.8108], [0.8460, -1.9343, 3.0457], [-0.8502, -2.6292, 2.4322], [0.2731, -1.9396, -0.1355], [-1.8470, -0.8980, 0.4850], [-0.7955, 0.6505, 0.2587], [-1.2282, -0.0495, 2.0499], [2.5050, -1.2348, 1.7039], [2.3628, -0.8233, -0.1317], [0.7998, 1.9938, 0.8998], [3.1829, 1.7114, 1.0832], [0.9644, 0.1914, 3.5787], [2.6503, 1.1145, 3.9303], [-0.1188, 2.3246, 3.1949], [0.3609, 2.0499, 4.7755], [-2.1009, 1.0224, -2.6954], [-1.7864, 0.5650, -4.1162], [-0.9190, -0.6946, -4.1574], [0.4098, -0.4257, -3.4701], [1.5121, -0.2026, -2.8998], [-1.1929, 1.2948, -2.1480], [-2.7454, 1.9069, -2.7148], [-2.6185, 0.2352, -2.1352], [-1.2826, 1.3813, -4.6481], [-2.7269, 0.3695, -4.6430], [-0.7335, -0.9891, -5.1957], [-1.4237, -1.5261, -3.6536]], "forces_ev_per_angstrom": [[0.1, 0.6, -0.2], [-0.6, -0.4, 0.1], [-0.9, -0.9, 0.0], [0.5, -1.3, -0.4], [0.7, -1.4, 1.1], [-0.9, -1.1, 0.4], [-0.7, -1.4, -0.2], [-0.8, 2.0, 0.8], [-1.3, -1.4, -1.8], [2.2, 0.4, -0.6], [0.3, 1.3, 2.0], [2.0, 1.4, 1.0], [-0.1, -1.9, 1.4], [0.9, -0.3, -2.4], [-1.3, 1.5, -1.6], [-1.0, 0.9, 2.0], [0.9, -0.5, 0.2], [-1.4, -0.2, 0.3], [1.9, 1.6, -0.7], [-2.2, 0.2, -1.2], [1.3, 0.1, 1.1], [0.7, 0.7, -1.5], [-0.1, 0.1, 0.1], [-0.1, 0.4, 0.1], [0.9, 0.4, 0.3], [7.5, 1.2, 3.8], [-8.8, -1.7, -4.3], [0.0, -0.1, -0.1], [0.1, -0.2, 0.0], [0.0, 0.1, 0.0], [-0.1, -0.2, 0.0], [0.2, -0.1, 0.0], [0.2, 0.0, 0.2], [0.2, 0.1, 0.0]], "mulliken_charge": [-1.09, 0.47, -0.97, -0.76, 0.06, -0.31, -0.65, 0.33, 0.23, 0.31, 0.32, 0.34, 0.07, 0.23, 0.43, 0.39, 0.19, 0.20, 0.26, 0.35, 0.29, 0.30, -0.95, -0.50, -0.34, 0.30, -0.54, 0.17, 0.37, 0.28, 0.31, 0.33, 0.30, 0.28]}

3.
{"formula": "C5H11NO", "method": "ωB97M-V with the def2-TZVPD basis set", "smiles": "C=CC[C@H](N)CO", "e_homo_ev": -8.81, "gap_ha": 0.356, "relative_energy_ev": 4.200, "charge": 0, "species": ["C", "C", "C", "C", "N", "C", "O", "H", "H", "H", "H", "H", "H", "H", "H", "H", "H", "H"], "positions_angstrom": [[2.0735, 0.0008, -0.8635], [1.8809, -0.5828, 0.3094], [0.4685, -0.7954, 0.8416], [-0.6831, 0.2686, 0.2343], [-1.6824, 0.5013, 1.3012], [-1.1596, -0.0045, -1.0789], [-1.7254, 1.2944, -1.6068], [3.0712, 0.4816, -0.8862], [1.6893, -0.3364, -1.7825], [2.7394, -1.1315, 0.7844], [0.5753, -0.8100, 1.9299], [0.1595, -1.8118, 0.5056], [-0.0609, 1.1859, 0.2092], [-1.2495, 1.1893, 1.8857], [-1.9015, -0.3814, 1.7742], [-0.3570, -0.3575, -1.6995], [-2.0199, -0.6765, -0.9904], [-1.8183, 1.9659, -0.8677]], "forces_ev_per_angstrom": [[3.6, 0.5, 0.5], [-1.4, -1.2, 0.6], [-0.5, -0.9, -2.1], [4.0, -0.2, 5.2], [-0.1, -0.5, -1.5], [-2.8, 1.8, -1.2], [0.6, -0.5, 0.8], [-0.1, -0.9, -0.9], [-1.7, 1.1, -1.0], [-0.6, 1.8, 0.6], [-0.7, 0.3, -0.1], [-0.1, 0.2, 0.5], [-0.4, -0.2, -0.3], [-0.3, -0.1, 0.9], [0.2, 0.8, 0.1], [-0.1, 0.0, -0.6], [0.3, -0.3, -0.5], [0.2, -1.6, -1.1]], "mulliken_charge": [-0.96, 0.05, -0.85, -0.33, -0.60, -0.10, -0.55, 0.27, 0.27, 0.33, 0.37, 0.29, 0.48, 0.28, 0.27, 0.20, 0.24, 0.34]}